Record 1
This record from the OMol25 dataset describes the ion C3HN2OS with charge +1 at a distorted geometry. The level of theory is wB97M-V/def2-TZVPD.

Summary:
**Gap between HOMO and LUMO**: 9.65 eV
**2S+1**: 1
**LUMO level**: -6.42 eV
**DFT total energy**: -697.33198 Eh
**Net charge**: +1
**ΔE to the lowest compared entry with this formula, charge and spin**: 105.54 kcal per mole
**HOMO energy**: -16.07 eV

Atoms and positions in Å:
C 0.979 0.485 0.140
C -0.583 0.940 -0.132
C 0.247 -1.052 0.124
N 1.316 -0.473 1.062
N -0.948 -0.343 -0.154
O -0.995 2.020 -0.247
S 1.852 -0.810 -0.606
H -1.868 -0.768 -0.185

=====

Record 2
This record from the OMol25 dataset describes the ion C7H15N4 with charge +1 at a distorted geometry. The level of theory is wB97M-V/def2-TZVPD.

Summary:
**Gap between HOMO and LUMO**: 8.31 eV
**2S+1**: 1
**LUMO level**: -3.96 eV
**DFT total energy**: -494.34096 Eh
**Net charge**: +1
**ΔE to the lowest compared entry with this formula, charge and spin**: 106.10 kcal per mole
**HOMO energy**: -12.27 eV

Atoms and positions in Å:
C 0.110 -1.222 0.555
C -0.206 -1.939 -0.590
C -1.918 -0.395 -0.500
C -0.973 -0.088 0.644
C 2.430 1.325 -0.479
C 0.844 0.495 -2.092
C 0.444 0.443 0.397
N -1.330 -1.544 -1.234
N -1.086 1.024 2.783
N -1.690 0.054 1.900
N 1.089 0.959 -0.695
H 0.666 -1.563 1.492
H 0.327 -2.884 -0.879
H -1.973 0.293 -1.293
H 3.061 0.544 -0.510
H 2.830 2.146 -1.271
H 2.749 1.796 0.448
H 0.763 -0.653 -2.059
H -0.183 0.743 -2.401
H 1.685 1.044 -2.705
H 0.922 0.715 1.444
H -1.790 -1.753 -2.113
H -2.894 -0.464 0.068
H -1.665 1.288 3.571
H -1.893 -0.902 2.287
H -0.322 0.539 3.232

=====

Record 3
This record from the OMol25 dataset describes a structure of composition C33H55AlF2NO6Si at a distorted geometry. The level of theory is wB97M-V/def2-TZVPD.

Summary:
**Gap between HOMO and LUMO**: 6.94 eV
**2S+1**: 1
**LUMO level**: 2.23 eV
**DFT total energy**: -2528.44912 Eh
**Net charge**: -1
**HOMO energy**: -4.71 eV

Atoms and positions in Å:
C 0.318 2.858 5.843
C -0.452 4.192 5.634
C -0.009 4.994 4.388
C -1.002 4.984 3.195
C -0.352 4.476 1.893
C -1.375 4.033 0.821
Al -2.150 2.159 0.953
N -4.048 2.303 1.183
C -1.874 1.088 -0.787
C -2.445 -0.297 -0.595
C -1.592 -1.265 -0.046
C -2.001 -2.560 0.218
C -3.312 -2.916 -0.081
C -4.158 -1.980 -0.643
C -3.758 -0.671 -0.917
C -4.734 0.285 -1.550
C -1.438 1.131 2.586
F -2.114 -0.030 2.891
F -1.639 1.944 3.725
C 0.061 0.834 2.488
C 0.509 -0.558 3.014
Si 2.214 -0.986 2.330
C 2.178 -2.287 0.969
C 3.358 -1.623 3.709
C 3.088 0.536 1.608
C 3.675 1.515 2.423
C 4.317 2.619 1.903
C 4.393 2.798 0.522
C 3.831 1.843 -0.307
C 3.180 0.731 0.236
H 0.842 2.604 4.923
H -0.394 2.047 5.995
H 1.002 2.911 6.687
H -0.234 4.810 6.512
H -1.526 4.020 5.648
H 0.968 4.624 4.074
H 0.131 6.033 4.699
H -1.904 4.412 3.418
H -1.317 6.016 3.025
H 0.391 3.706 2.108
H 0.215 5.330 1.491
H -0.874 4.127 -0.154
H -2.211 4.740 0.785
H -4.405 2.582 0.271
H -4.201 3.121 1.770
H -0.815 0.951 -1.017
H -2.398 1.598 -1.595
H -0.575 -0.980 0.205
H -1.297 -3.254 0.662
H -3.643 -3.922 0.147
H -5.176 -2.288 -0.862
H -4.408 1.316 -1.481
H -5.717 0.182 -1.091
H -4.863 0.064 -2.617
H 0.644 1.588 3.016
H 0.321 0.895 1.425
H 0.588 -0.517 4.103
H -0.191 -1.343 2.732
H 3.209 -2.602 0.774
H 1.618 -3.180 1.249
H 1.784 -1.900 0.028
H 3.347 -0.914 4.537
H 4.361 -1.699 3.289
H 2.994 -2.601 4.023
H 3.620 1.424 3.504
H 4.770 3.362 2.549
H 4.871 3.666 0.087
H 3.903 1.980 -1.379
H 2.742 0.039 -0.475
C 6.515 -5.048 -2.971
C 7.771 -4.215 -2.826
O 7.469 -2.819 -2.715
C 7.068 -2.421 -1.504
O 6.994 -3.115 -0.523
O 6.807 -1.119 -1.564
C 6.326 -0.553 -0.337
H 5.912 -4.685 -3.805
H 6.772 -6.092 -3.150
H 5.905 -4.993 -2.070
H 8.389 -4.303 -3.719
H 8.367 -4.534 -1.972
H 7.005 -0.783 0.482
H 5.328 -0.924 -0.120
H 6.282 0.522 -0.471
C -7.578 -3.444 -7.865
C -7.629 -2.114 -7.143
O -7.085 -2.209 -5.823
C -5.749 -2.191 -5.755
O -5.002 -2.065 -6.691
O -5.401 -2.292 -4.479
C -3.987 -2.305 -4.239
H -8.064 -4.218 -7.271
H -8.082 -3.371 -8.829
H -6.547 -3.753 -8.039
H -8.662 -1.798 -7.005
H -7.111 -1.335 -7.702
H -3.502 -1.452 -4.709
H -3.555 -3.233 -4.611
H -3.843 -2.247 -3.164

=====

Record 4
This record from the OMol25 dataset describes the molecule C3H7NO2. The level of theory is wB97M-V/def2-TZVPD.

Summary:
**Gap between HOMO and LUMO**: 10.76 eV
**2S+1**: 1
**LUMO level**: 0.86 eV
**DFT total energy**: -323.68057 Eh
**ΔE to the lowest compared entry with this formula, charge and spin**: 63.00 kcal per mole
**HOMO energy**: -9.91 eV

Atoms and positions in Å:
C 1.560 0.567 0.640
C 0.283 0.249 -0.079
N 0.339 0.147 -1.351
O -0.902 -0.247 -1.877
C -0.978 -0.055 0.705
O -1.326 -1.418 0.592
H 2.307 0.974 -0.045
H 1.385 1.276 1.455
H 1.959 -0.353 1.085
H -0.716 -0.331 -2.821
H -1.789 0.601 0.350
H -0.826 0.147 1.770
H -1.458 -1.564 -0.356